Entry 1:
# C49H55BF5NO4S3

A cluster of 6 separate species, C49H55BF5NO4S3 in total at a distorted geometry (wB97M-V/def2-TZVPD, OMol25).

HOMO: -0.309 Ha
Lowest unoccupied orbital energy: -0.286 eV
HOMO-LUMO gap: 8.12 eV
SMILES: C[C@@H](CB(CCCSC(=S)N1CCOCC1)C[SH](=O)=O)OCc1ccccc1.Fc1ccccc1.Fc1ccccc1.Fc1ccccc1.Fc1ccccc1.Fc1ccccc1

CARTESIAN COORDINATES (ANGSTROEM)
C  -1.08  -7.67  -1.88
H  5.76  0.58  -3.65
C  -1.98  -2.38  -0.61
H  0.33  -9.02  -2.78
C  2.03  5.36  7.81
H  4.91  1.95  2.10
C  3.95  2.33  -1.06
C  -6.53  -1.15  6.11
H  4.16  2.62  -3.29
C  -6.30  -2.29  5.35
F  0.34  3.22  4.74
C  4.34  1.50  0.06
H  1.21  -7.32  -4.35
C  -4.05  -10.33  -6.95
C  4.45  2.00  -2.41
H  -3.08  4.83  -0.22
H  -3.95  -1.57  -1.21
H  -1.97  -10.60  -7.45
C  -1.10  -5.45  -2.75
H  5.51  -0.31  0.67
H  -4.41  -10.59  -7.94
C  0.16  4.95  -0.68
C  -0.10  -5.77  -3.65
C  8.04  5.60  -3.20
H  -1.47  -8.42  -1.19
H  -2.07  4.46  1.93
C  2.68  4.25  7.30
C  -2.06  -1.82  1.69
H  -3.60  -0.33  2.16
C  2.11  3.52  6.27
H  7.27  7.53  -3.73
C  -4.04  0.72  -0.30
H  -3.43  0.23  5.91
H  -6.01  -9.96  -6.16
C  -2.90  -1.18  -1.04
C  -2.69  -10.34  -6.68
O  -1.21  -2.14  0.58
C  -4.25  -0.47  5.76
H  6.41  4.33  -6.47
C  -3.33  -0.95  1.28
C  0.80  5.76  7.28
H  -7.10  -3.01  5.20
C  5.21  0.34  -0.20
C  5.36  0.83  -2.64
H  1.67  1.43  3.39
O  -1.10  7.21  0.13
H  -5.19  -9.37  -3.90
H  -2.60  -3.30  -0.40
C  0.89  3.92  5.75
H  0.29  6.62  7.68
C  -2.81  3.76  -0.02
C  0.23  5.03  6.24
S  -0.86  6.41  -1.08
O  -0.14  7.22  -2.08
C  -2.24  -10.01  -5.41
F  -1.60  -4.20  -2.75
C  1.07  1.48  2.45
O  3.09  2.84  1.79
S  -3.79  1.79  -1.79
C  0.94  3.94  1.75
H  2.47  5.93  8.62
H  -4.86  -3.40  4.19
H  0.22  4.20  -1.52
H  -1.67  2.74  1.63
H  1.21  5.35  -0.56
H  -3.74  3.30  0.41
C  -4.49  -9.64  -4.68
C  8.13  4.26  -3.55
H  3.28  3.21  -0.90
N  -2.99  -0.18  0.07
H  6.38  -0.92  -1.58
C  -5.05  -2.52  4.79
C  -5.50  -0.24  6.31
H  -0.71  5.33  5.81
C  1.73  2.56  1.47
H  -2.38  -6.10  -1.17
H  -2.04  6.02  -1.69
F  7.64  2.54  -5.07
H  -2.58  -0.69  -1.99
H  -1.51  2.29  -1.11
H  3.64  3.94  7.71
C  -3.13  -9.67  -4.41
C  0.42  -7.06  -3.65
H  1.68  4.80  1.80
H  -4.18  -1.65  0.99
C  7.54  3.83  -4.73
F  -2.83  -1.83  4.46
H  8.66  3.55  -2.93
C  6.75  6.04  -5.19
H  -1.46  -1.22  2.44
C  -1.72  3.75  1.13
H  0.27  -5.02  -4.34
H  8.50  5.95  -2.28
H  2.60  2.64  5.87
S  -5.46  0.93  0.51
C  5.72  -0.02  -1.51
C  -4.95  -9.98  -5.95
H  -5.67  0.66  6.90
H  -2.75  -9.42  -3.42
F  -0.92  -10.03  -5.16
H  -2.38  -2.75  2.23
B  -0.24  4.20  0.70
H  1.22  0.49  1.93
H  -1.25  -2.64  -1.41
C  -1.59  -6.38  -1.86
H  6.21  6.73  -5.82
H  1.55  2.29  0.39
H  3.59  0.75  1.96
C  7.34  6.49  -4.01
C  -2.40  2.95  -1.32
C  6.86  4.70  -5.55
C  -0.07  -8.01  -2.77
C  -4.04  -1.61  5.00
H  -2.20  3.64  -2.18
H  -0.02  1.68  2.63
H  0.53  3.86  2.79
C  3.95  1.73  1.55
H  -7.50  -0.97  6.55


Entry 2:
# C49H55CrN10OSSe2

A structure of composition C49H55CrN10OSSe2 (wB97M-V/def2-TZVPD, OMol25).

HOMO (alpha / beta): -0.338 / -0.374 Ha
2S+1: 5
Lowest unoccupied orbital energy (alpha / beta): -2.178 / -3.513 eV
HOMO-LUMO gap (alpha / beta): 7.01 / 6.67 eV
Net charge: +1
Expectation value of S²: 6.064

CARTESIAN COORDINATES (ANGSTROEM)
H  1.85  5.27  -3.56
N  1.29  -1.06  -1.50
H  3.00  0.91  -1.54
H  -4.12  2.60  4.04
C  1.83  -1.20  -2.84
Cr  -0.81  -0.78  -1.11
H  -2.30  0.55  1.31
H  0.26  3.85  1.64
H  1.39  4.93  3.56
H  0.62  -2.91  -3.27
C  0.37  0.86  3.33
N  -8.25  -0.30  2.77
H  2.55  4.94  -1.19
C  1.31  3.26  -1.70
C  1.11  4.00  0.97
H  3.16  -1.65  -6.46
C  -2.45  -2.66  1.47
C  -4.85  0.78  3.21
H  -2.77  2.19  -4.53
H  1.99  6.20  2.47
C  -3.10  3.25  -2.67
C  -1.77  -3.37  -2.29
H  0.91  4.86  0.34
H  -3.19  4.01  -0.65
C  1.36  -2.23  -3.66
C  -2.80  3.25  -1.31
H  0.45  -5.69  -0.19
H  0.50  -3.25  0.07
N  -0.93  -2.85  -1.37
H  -1.40  -2.49  1.31
H  3.53  -2.11  -1.81
H  -3.88  0.36  3.00
H  0.40  3.84  -1.84
H  3.28  -5.10  1.76
H  -3.88  0.34  -1.74
H  3.21  4.46  1.13
C  -6.27  2.55  4.09
N  -4.57  -1.54  0.79
H  -2.66  -2.48  2.53
C  3.00  -4.17  1.26
C  5.26  -3.39  2.04
C  -0.16  -3.70  -0.65
C  4.33  -2.35  0.10
H  2.67  3.77  -4.03
C  2.57  4.09  -1.88
O  2.48  1.81  0.20
N  -7.65  -1.31  2.27
H  1.29  2.42  -2.40
H  2.65  3.20  2.22
C  -5.01  -0.64  -0.15
C  0.91  -0.44  1.39
C  3.46  0.76  -2.51
C  2.21  5.21  2.89
C  2.12  -1.43  -0.55
C  6.42  -2.65  1.90
H  3.12  5.29  3.49
H  -6.33  3.53  4.55
H  2.98  -1.02  3.39
C  6.57  -1.80  0.81
C  2.68  4.60  -3.31
H  -2.51  -5.13  -3.25
C  -0.20  -5.06  -0.79
H  0.67  1.32  4.26
C  1.81  -2.38  -4.96
H  3.38  1.70  -3.07
C  -1.99  2.26  -0.81
H  3.61  5.16  -3.45
H  -1.15  -6.68  -1.87
C  4.20  -3.27  1.14
H  2.70  -1.44  1.34
H  1.40  -3.17  -5.57
N  -2.82  -1.01  -0.41
C  -6.03  0.09  2.92
N  3.27  -2.12  -0.83
N  1.89  -1.24  0.76
H  -3.75  4.01  -3.10
C  -1.07  -5.61  -1.73
H  5.62  -0.99  -0.94
H  -6.04  -0.32  -0.22
C  1.30  0.13  2.61
H  -1.72  2.25  0.23
C  -3.25  -1.74  0.61
H  2.19  -3.72  1.84
C  -2.57  2.25  -3.46
C  2.73  0.00  3.10
C  -3.93  -0.32  -0.89
H  -2.69  -3.71  1.25
N  -6.31  -1.12  2.35
C  -1.84  -4.76  -2.49
H  3.44  3.48  -1.62
C  3.29  -0.54  -4.63
H  4.07  0.12  -4.99
C  -7.43  1.87  3.79
H  -1.66  1.55  3.43
S  1.16  2.48  -0.07
H  -4.77  -2.48  2.64
H  -6.02  -2.92  1.47
Se  -0.99  -0.14  -3.85
C  2.39  4.17  1.79
H  7.49  -1.26  0.66
H  -8.41  2.27  4.02
H  2.88  0.64  3.97
C  -0.36  -0.27  0.84
H  3.42  0.33  2.32
C  -5.00  2.02  3.79
H  5.17  -4.09  2.86
Se  -2.88  -2.29  -3.37
H  2.61  -4.42  0.27
H  4.52  0.57  -2.36
C  -0.93  0.99  2.86
C  -7.29  0.61  3.19
C  -1.76  1.27  -2.88
C  -1.27  0.43  1.64
C  2.79  -1.53  -5.45
C  2.83  -0.35  -3.32
C  -5.41  -2.11  1.85
C  5.52  -1.65  -0.08
N  -1.48  1.27  -1.56
H  7.22  -2.75  2.62